Record 1
18
Properties=species:S:1:pos:R:3 method="wB97M-V/def2-TZVPD" multiplicity=3 homo_ev="-6.48 / -10.13"
C -1.24 2.15 0.10
C -2.96 0.38 -0.30
C -0.67 0.65 0.26
C 1.56 1.26 -0.54
C -1.84 -1.35 0.89
C 0.46 0.27 -0.72
N -1.85 -0.10 0.20
O -0.78 3.23 0.38
O -4.10 0.11 -0.47
H -0.22 0.65 1.33
H 2.35 1.20 -1.36
H 2.27 1.00 0.27
H 1.38 2.38 -0.52
H -1.46 -1.22 1.89
H -2.68 -2.05 1.02
H -1.04 -1.98 0.32
H 0.91 -0.71 -0.67
H -0.03 0.37 -1.75

---

Record 2
19
Properties=species:S:1:pos:R:3 method="wB97M-V/def2-TZVPD" smiles="CC1(C)C(=O)NC(=O)[C@@H]1S" homo_ev=-9.42
C -1.67 -0.81 -0.34
C -0.31 -0.14 -0.34
C 0.46 -0.31 -1.71
C 0.58 -1.05 0.63
O 0.46 -2.25 0.73
N 1.50 -0.24 1.31
C 1.46 1.07 1.07
O 2.13 1.98 1.52
C -0.01 1.27 0.05
S -1.40 2.08 1.01
H -2.57 -0.39 -0.82
H -2.17 -1.08 0.62
H -1.72 -1.78 -0.86
H -0.26 0.08 -2.55
H 0.54 -1.37 -1.91
H 1.46 0.11 -1.61
H 2.28 -0.70 1.84
H 0.19 1.87 -0.89
H -0.96 1.67 2.25

---

Record 3
20
Properties=species:S:1:pos:R:3 method="wB97M-V/def2-TZVPD" multiplicity=3 homo_ev="-7.71 / -8.46"
C -0.88 0.18 -0.28
C -1.94 1.06 -0.08
C -1.20 -1.07 0.13
C -2.04 2.52 -0.30
C -0.45 -2.34 0.20
C 3.39 -0.39 -0.16
N -2.90 0.32 0.40
O 1.40 0.33 1.45
O -2.47 -0.98 0.53
O 1.13 0.64 -0.99
S 2.06 0.88 0.26
H -2.76 2.94 0.40
H -1.06 2.97 -0.16
H -2.37 2.72 -1.31
H 0.61 -2.11 0.24
H -0.74 -2.89 1.09
H -0.66 -2.96 -0.67
H 3.65 -0.92 0.74
H 4.24 0.16 -0.55
H 3.00 -1.06 -0.92

---

Record 4
22
Properties=species:S:1:pos:R:3 method="wB97M-V/def2-TZVPD" total_charge=+2 homo_ev=-18.12
W 0.54 -1.73 0.06
O -1.46 -1.69 -0.39
C -2.06 -0.32 -0.52
C -0.95 0.63 -0.94
N 0.27 0.42 -0.08
C 0.16 1.06 1.26
C 0.59 0.11 2.37
O 0.80 0.30 3.49
O 0.59 -1.24 1.79
C 1.60 0.75 -0.78
C 2.00 -0.68 -1.07
O 2.73 -1.43 -0.40
O 1.02 -1.30 -1.77
H -2.13 -2.39 -0.41
H -2.50 -0.10 0.45
H -2.83 -0.36 -1.28
H -1.30 1.66 -0.86
H -0.67 0.43 -1.97
H -0.88 1.33 1.46
H 0.74 1.98 1.32
H 2.28 1.22 -0.07
H 1.46 1.37 -1.66

---

Record 5
17
Properties=species:S:1:pos:R:3 method="wB97M-V/def2-TZVPD" smiles="CC/C=C1/C2=[N+]=[P@]21C" total_charge=+1 homo_ev="-14.67 / -14.67"
C -2.61 -0.94 -0.69
C -1.68 0.12 -0.06
C -0.60 -0.71 0.54
C 0.80 -0.73 0.03
C 2.00 -1.25 0.39
N 3.13 -1.00 -0.03
P 2.21 0.31 -0.87
C 2.38 1.65 0.35
H -3.29 -0.53 -1.49
H -3.34 -1.43 -0.09
H -2.01 -1.68 -1.17
H -2.22 0.75 0.66
H -1.15 0.83 -0.70
H -0.79 -1.58 1.22
H 1.50 2.43 0.37
H 3.23 2.43 0.21
H 2.46 1.33 1.32

---

Record 6
17
Properties=species:S:1:pos:R:3 method="wB97M-V/def2-TZVPD" homo_ev=-8.02
C 1.45 1.15 -1.19
C -2.42 -0.96 0.00
C -1.37 -0.75 -0.77
C 0.31 1.44 -0.33
C 0.51 0.00 0.17
C 0.54 -0.62 1.52
N 1.66 -0.13 -0.63
S 2.33 2.03 -2.18
H -3.34 -1.25 -0.28
H -2.20 -1.11 1.02
H -1.33 -0.52 -1.79
H 0.32 2.11 0.57
H -0.68 1.81 -0.68
H 1.24 0.01 2.15
H 1.02 -1.61 1.37
H -0.33 -0.81 2.17
H 2.28 -0.80 -1.13